## A
Entry from the OMol25 dataset: a structure of composition C20H37Cl8N3 (ωB97M-V/def2-TZVPD).

Cartesian coordinates (Å):
1 Cl -3.95 -3.00 1.02
2 Cl -1.42 1.27 1.04
3 Cl -2.84 -1.07 4.12
4 Cl 1.67 1.24 2.52
5 Cl -0.64 -2.38 1.68
6 Cl -1.51 1.78 3.38
7 Cl 2.62 4.20 1.17
8 Cl -0.33 5.10 0.39
9 N 2.95 1.42 -0.22
10 N 3.42 -2.47 -3.62
11 N -6.66 1.58 0.47
12 C 4.41 2.05 -3.64
13 C -1.14 -0.69 4.58
14 C 2.61 0.52 -2.65
15 C -3.74 -0.41 0.91
16 C 3.00 -2.51 -2.56
17 C -0.47 0.33 3.62
18 C -6.05 0.62 0.68
19 C 0.41 -1.33 -1.98
20 C 2.50 -2.58 -1.17
21 C 0.37 3.54 -0.18
22 C -2.61 -2.79 -0.18
23 C 1.48 -1.51 -0.87
24 C 3.90 0.57 -3.49
25 C -5.24 -0.59 0.93
26 C -0.12 0.12 0.57
27 C 2.80 0.99 -1.28
28 C 1.26 0.74 0.81
29 C -1.22 -3.26 0.25
30 C -3.37 0.56 2.11
31 C 1.87 3.63 -0.35
32 H -3.46 0.14 3.11
33 H 1.81 1.10 -3.13
34 H -5.66 -1.44 0.39
35 H -0.15 -0.09 2.66
36 H 0.92 -1.83 0.01
37 H -3.38 -0.06 -0.06
38 H -1.18 -0.33 5.61
39 H 2.12 4.34 -1.13
40 H 2.03 0.11 0.36
41 H -0.51 -3.07 -0.55
42 H -1.17 -4.32 0.48
43 H -3.27 -1.37 1.13
44 H -0.54 -1.60 4.66
45 H -3.91 1.50 2.02
46 H -2.63 -1.76 -0.53
47 H -0.38 -0.65 -1.66
48 H -0.12 3.29 -1.12
49 H -2.88 -3.42 -1.03
50 H 0.53 0.57 3.97
51 H 5.23 2.15 -4.36
52 H -0.07 -2.28 -2.20
53 H 3.86 0.21 -4.52
54 H 3.58 2.72 -3.84
55 H 2.19 -0.49 -2.60
56 H 2.35 2.67 -0.56
57 H 0.88 -0.89 -2.86
58 H -5.52 -0.68 1.98
59 H 4.80 2.31 -2.66
60 H 0.04 2.83 0.58
61 H -0.29 -0.25 -0.44
62 H 1.42 1.68 0.27
63 H 3.33 -2.58 -0.45
64 H -0.20 -0.74 1.24
65 H -2.30 0.71 1.96
66 H 2.04 -3.57 -1.10
67 H 1.87 -0.51 -0.68
68 H 4.67 -0.07 -3.05

The calculation puts the gap between HOMO and LUMO at 7.60 eV.

=====

## B
Entry from the OMol25 dataset: a cluster of 7 separate species, C20H37Cl8N3 in total (ωB97M-V/def2-TZVPD).

Cartesian coordinates (Å):
1 Cl 1.83 1.39 2.76
2 Cl -1.26 1.42 1.27
3 Cl 0.00 6.19 0.34
4 Cl -1.78 1.74 4.59
5 Cl -1.22 -3.27 1.72
6 Cl 2.95 5.29 1.13
7 Cl -4.53 -3.89 1.06
8 Cl -3.11 -1.11 5.33
9 N 4.01 1.75 -1.09
10 N -7.96 1.60 0.86
11 N 3.90 -3.03 -4.09
12 C 3.66 0.85 -3.53
13 C -6.54 -0.58 1.32
14 C 3.48 -3.07 -3.03
15 C 1.96 -2.07 -1.34
16 C -7.35 0.64 1.07
17 C 1.42 0.90 1.05
18 C -1.41 -0.73 5.79
19 C 5.47 2.38 -4.52
20 C -0.74 0.28 4.83
21 C -3.19 -3.68 -0.14
22 C 0.70 4.63 -0.23
23 C -5.04 -0.40 1.30
24 C 0.89 -1.89 -2.45
25 C 3.86 1.32 -2.16
26 C 2.20 4.72 -0.39
27 C 4.96 0.91 -4.37
28 C 2.98 -3.15 -1.64
29 C -4.67 0.58 2.50
30 C -1.80 -4.15 0.29
31 C 0.04 0.27 0.81
32 H 2.19 0.27 0.60
33 H -3.21 -2.65 -0.49
34 H 2.45 5.44 -1.17
35 H 0.21 4.38 -1.17
36 H -5.21 1.52 2.41
37 H 2.87 1.43 -4.01
38 H -0.42 -0.13 3.87
39 H -3.60 0.72 2.34
40 H -0.13 -0.10 -0.20
41 H 5.72 0.27 -3.92
42 H -1.75 -5.21 0.52
43 H 4.92 0.54 -5.40
44 H -6.96 -1.42 0.77
45 H -1.09 -3.96 -0.51
46 H 0.26 0.53 5.18
47 H 6.29 2.48 -5.23
48 H 0.38 3.93 0.54
49 H -3.46 -4.31 -0.99
50 H 1.36 -1.45 -3.33
51 H 2.52 -4.13 -1.57
52 H 5.86 2.65 -3.54
53 H 1.59 1.83 0.50
54 H 0.41 -2.84 -2.67
55 H 0.10 -1.21 -2.14
56 H -4.57 -1.36 1.52
57 H 2.35 -1.07 -1.15
58 H 2.68 3.77 -0.61
59 H -4.68 -0.04 0.33
60 H 3.81 -3.14 -0.93
61 H -6.82 -0.67 2.37
62 H 3.25 -0.15 -3.47
63 H -1.45 -0.37 6.82
64 H 1.39 -2.39 -0.47
65 H -0.82 -1.64 5.87
66 H -0.04 -0.58 1.48
67 H 4.64 3.06 -4.71
68 H -4.76 0.15 3.50

The SMILES is CCCC#N.CCCC#N.CCCC#N.ClCCCl.ClCCCl.ClCCCl.ClCCCl. The calculation puts the gap between HOMO and LUMO at 10.28 eV.

=====

Most stable structure among those shown: B.